Entry 1:
Molecular formula: C4H4N2O2
Method: DFT, ωB97M-V/def2-TZVPD

Last column: Mulliken charge in e.
Positions of all 12 atoms, in Å:
C  0.892  -0.285  -0.104  0.3670
C  -0.233  0.558  -0.463  0.8371
C  -1.655  0.727  0.054  -0.2386
C  -2.615  1.076  0.900  -0.3405
H  2.111  1.016  -1.177  0.3279
H  2.907  -0.258  0.000  0.3062
H  -0.399  -3.085  0.210  0.3624
H  -3.582  1.803  1.232  0.2983
N  2.115  0.458  -0.114  -0.5538
N  0.948  -1.557  0.285  -0.4476
O  -0.476  -1.913  0.406  -0.4313
O  -0.015  1.461  -1.228  -0.4870

## Properties
- Kohn-Sham gap (eV) = 8.661
- HOMO level (eV) = -9.37
- relative energy (zero: lowest compared OMol25 entry of this formula, charge and spin) (eV) = 8.029
- SMILES = C#CC(=O)/C(N)=N\O
- total energy (a.u.) = -414.551137
- largest force on an atom (eV/A) = 7.24

=====

Entry 2:
Molecular formula: C33H39N3O7
Method: DFT, ωB97M-V/def2-TZVPD

Last column: Mulliken charge in e.
Positions of all 82 atoms, in Å:
C  -2.928  -0.834  -2.613  -1.0538
C  -2.954  -1.824  -1.460  -0.3134
H  -3.214  -1.320  -0.520  0.2864
H  -3.699  -2.614  -1.642  0.3865
O  -1.668  -2.414  -1.357  -0.2028
C  -1.474  -3.221  -0.232  -0.6029
C  -0.194  -4.035  -0.471  -0.0050
C  -0.108  -5.289  0.410  -1.3637
C  -0.094  -5.107  1.933  -0.5925
H  -0.498  -6.019  2.383  0.4677
H  -0.731  -4.282  2.242  0.2161
C  1.311  -4.886  2.502  -0.4010
O  2.215  -5.902  2.125  -0.5685
H  1.885  -6.743  2.463  0.3658
H  1.246  -4.813  3.596  0.3819
H  1.739  -3.956  2.130  0.1061
H  -0.962  -5.919  0.147  0.5083
H  0.798  -5.833  0.130  0.4741
H  -0.280  -4.388  -1.505  0.7233
C  1.035  -3.104  -0.398  1.2909
C  1.182  -2.359  -1.692  -0.2801
C  0.901  -1.061  -1.927  -0.4145
N  1.072  -0.738  -3.271  0.2447
C  0.731  0.526  -3.712  0.9377
O  0.300  1.347  -2.930  -0.5525
C  0.909  0.829  -5.174  -1.5801
H  1.953  0.719  -5.460  0.3971
H  0.598  1.856  -5.348  0.3796
H  0.294  0.163  -5.775  0.3681
C  1.506  -1.893  -3.922  0.1830
C  1.851  -2.155  -5.240  -0.6687
C  2.260  -3.436  -5.569  -0.8248
C  2.336  -4.448  -4.619  -0.9297
C  1.999  -4.200  -3.304  -0.2907
C  1.582  -2.923  -2.953  -0.2836
H  2.064  -4.978  -2.559  0.5093
H  2.664  -5.433  -4.917  0.4075
H  2.531  -3.649  -6.593  0.3946
H  1.821  -1.408  -6.013  0.3230
H  0.580  -0.291  -1.257  0.3047
C  0.891  -2.135  0.736  -1.7735
C  -0.283  -1.854  1.288  1.1626
O  -1.473  -2.445  0.946  -0.4208
C  -0.419  -0.889  2.440  0.1846
O  -0.014  -1.171  3.553  -0.7111
N  -1.024  0.278  2.141  0.1393
C  -1.302  0.745  0.804  0.7594
H  -2.316  1.157  0.786  0.1313
C  -0.310  1.851  0.438  -1.1061
N  -0.450  2.936  1.390  0.4776
C  0.336  4.102  1.025  -1.1224
C  -0.047  5.296  1.858  0.4311
C  -1.390  5.587  2.053  -0.3427
C  -1.806  6.678  2.808  -1.0034
C  -0.826  7.470  3.354  1.0362
C  0.526  7.187  3.162  0.8343
C  0.940  6.106  2.424  -1.1936
H  1.989  5.897  2.288  0.4179
O  1.285  8.126  3.812  -0.5020
C  0.368  9.010  4.418  -0.2500
O  -0.949  8.596  4.129  -0.4869
H  0.527  10.030  4.030  0.2425
H  0.524  9.011  5.509  0.2443
H  -2.849  6.900  2.960  0.4263
H  -2.124  4.934  1.608  0.4428
H  1.420  3.911  1.120  0.2841
H  0.128  4.320  -0.027  0.4093
C  -0.132  2.465  2.727  -0.5128
C  -1.088  1.340  3.122  -1.3287
H  -2.112  1.724  3.157  0.3276
H  -0.814  0.923  4.091  0.5110
H  0.907  2.090  2.785  0.2641
H  -0.239  3.299  3.424  0.4992
H  0.715  1.435  0.446  0.1845
H  -0.522  2.219  -0.567  0.4734
H  -1.235  -0.074  0.093  -0.7074
H  1.773  -1.615  1.073  0.2319
H  1.928  -3.722  -0.249  1.3507
H  -2.338  -3.899  -0.101  0.4205
H  -3.905  -0.374  -2.727  0.4481
H  -2.665  -1.351  -3.532  0.3175
H  -2.187  -0.060  -2.428  0.0811

## Properties
- Kohn-Sham gap (eV) = 8.655
- HOMO level (eV) = -7.98
- relative energy (zero: lowest compared OMol25 entry of this formula, charge and spin) (eV) = 0.000
- SMILES = CCO[C@@H]1OC(C(=O)N2CCN(Cc3ccc4c(c3)OCO4)CC2)=C[C@H](c2cn(C(C)=O)c3ccccc23)[C@H]1CCCO
- total energy (a.u.) = -1971.844194
- largest force on an atom (eV/A) = 1.27

=====

Entry 3:
Molecular formula: C31H25ClCoN4PS
Method: DFT, ωB97M-V/def2-TZVPD

Last column: Mulliken spin population.
Positions of all 64 atoms, in Å:
Co  0.397  2.058  -0.478  1.0034
N  -1.619  4.704  1.998  -0.0027
C  -0.809  3.778  1.464  0.0199
S  0.145  4.232  0.060  -0.0712
N  -0.772  2.602  2.064  -0.0007
N  0.148  1.834  1.404  -0.0125
C  0.807  0.890  1.976  0.0153
C  0.479  0.351  3.314  -0.0110
C  -0.830  -0.070  3.545  0.0010
C  -1.180  -0.619  4.767  -0.0010
C  -0.231  -0.737  5.774  0.0011
C  1.068  -0.299  5.559  -0.0007
C  1.423  0.242  4.332  0.0004
C  2.011  0.461  1.193  -0.0182
C  2.882  -0.523  1.621  0.0035
C  4.055  -0.738  0.912  0.0011
C  4.328  0.039  -0.200  0.0020
C  3.380  0.971  -0.594  0.0046
N  2.245  1.166  0.070  0.0358
H  -1.626  5.640  1.638  -0.0009
H  -2.067  4.506  2.876  0.0014
H  -1.572  0.038  2.763  -0.0003
H  -2.197  -0.946  4.937  0.0000
H  -0.506  -1.164  6.730  0.0001
H  1.804  -0.370  6.348  0.0000
H  2.429  0.614  4.182  0.0001
H  2.641  -1.124  2.485  -0.0004
H  4.748  -1.504  1.234  0.0000
H  5.246  -0.072  -0.758  -0.0009
H  3.531  1.580  -1.477  0.0000
Cl  -2.453  2.416  -1.167  0.0075
C  -3.052  0.792  -0.941  0.0073
C  -4.398  0.619  -0.682  -0.0004
C  -4.885  -0.668  -0.501  0.0009
C  -4.033  -1.758  -0.587  -0.0005
C  -2.684  -1.565  -0.850  0.0001
C  -2.169  -0.283  -1.029  0.0017
P  -0.411  0.040  -1.342  0.0311
C  -0.295  0.446  -3.100  -0.0247
C  -1.234  0.044  -4.046  -0.0004
C  -1.094  0.438  -5.368  -0.0004
C  -0.023  1.238  -5.751  -0.0011
C  0.912  1.651  -4.813  -0.0033
C  0.772  1.255  -3.490  0.0154
C  0.413  -1.551  -1.107  0.0002
C  1.153  -2.150  -2.122  0.0045
C  1.795  -3.360  -1.891  -0.0009
C  1.690  -3.979  -0.655  0.0018
C  0.945  -3.390  0.360  -0.0004
C  0.316  -2.176  0.139  0.0040
H  -5.051  1.479  -0.625  0.0002
H  -5.937  -0.815  -0.296  0.0001
H  -4.415  -2.760  -0.452  0.0000
H  -2.026  -2.421  -0.921  0.0003
H  -2.076  -0.568  -3.750  0.0006
H  -1.824  0.126  -6.103  0.0000
H  0.079  1.543  -6.784  0.0000
H  1.741  2.279  -5.109  0.0001
H  1.519  1.567  -2.760  -0.0135
H  1.229  -1.678  -3.093  0.0008
H  2.368  -3.822  -2.683  -0.0001
H  2.181  -4.929  -0.483  0.0001
H  0.855  -3.875  1.323  0.0000
H  -0.268  -1.727  0.937  0.0000

## Properties
- Kohn-Sham gap (alpha / beta) (eV) = 7.228 / 7.582
- HOMO level (alpha / beta) (eV) = -10.73 / -10.78
- relative energy (zero: lowest compared OMol25 entry of this formula, charge and spin) (eV) = 0.309
- charge = +1
- spin multiplicity = 2
- total energy (a.u.) = -3997.670780
- largest force on an atom (eV/A) = 0.54
- expectation value of S² = 1.011

=====

Entry 4:
Molecular formula: C3H3O4S
Method: DFT, ωB97M-V/def2-TZVPD

Last column: Mulliken charge in e.
Positions of all 11 atoms, in Å:
C  0.170  1.632  0.261  0.5879
C  0.237  0.723  -0.923  -0.5172
C  -0.423  0.377  0.349  -0.4128
O  -2.851  0.089  -1.390  -0.5916
O  0.633  2.707  0.551  -0.5728
O  -2.831  -1.428  0.439  -0.6206
O  -3.447  0.890  0.802  -0.6045
S  -2.693  -0.068  0.016  1.0648
H  -0.428  1.120  -1.741  0.1659
H  1.019  0.104  -1.276  0.2635
H  0.055  -0.396  1.050  0.2373

## Properties
- Kohn-Sham gap (eV) = 8.263
- HOMO level (eV) = -4.55
- relative energy (zero: lowest compared OMol25 entry of this formula, charge and spin) (eV) = 2.596
- charge = -1
- total energy (a.u.) = -815.229976
- largest force on an atom (eV/A) = 4.94